# C11H12Cl4CuN2O2S

A molecular structure, C11H12Cl4CuN2O2S (wB97M-V/def2-TZVPD, the OMol25 dataset).

## Properties
* HOMO energy: -3.93 eV
* total charge: -1
* largest force on an atom: 0.0144 hartree/bohr

CARTESIAN COORDINATES (ANGSTROEM)
Cu -0.69162 -0.03839 1.47806
Cl 3.97059 0.30249 0.41861
Cl 1.09107 0.04141 5.95409
Cl 5.69836 0.35322 3.07122
Cl 4.24635 0.23019 5.85562
S -2.73090 -0.49923 1.07580
O -0.16361 -0.00439 3.28657
O 1.08291 0.13197 0.89916
N -1.03961 -1.07238 -1.06809
N -1.78297 1.13004 -0.85831
C 1.92392 0.11508 4.43168
C 1.14629 0.08348 3.27410
C 3.32489 0.19915 4.38253
C -1.63097 -0.09545 -0.22402
C -1.73148 2.10676 -3.12331
C -1.23494 -2.40721 -3.12168
C 1.81658 0.15177 2.00201
C 3.96547 0.25575 3.15677
C -0.92824 1.61032 -1.92907
C -1.97606 -1.70608 -1.99628
C 3.20315 0.23227 1.97700
H -2.33903 2.97465 -2.85320
H -0.58405 -1.70336 -3.64373
H -2.25829 1.82239 -0.30311
H -0.54459 -1.75278 -0.50810
H -0.60960 -3.21327 -2.73016
H -2.40608 1.32603 -3.48300
H -1.93570 -2.84006 -3.83995
H -1.06863 2.39928 -3.94107
H -0.28397 2.41411 -1.55949
H -0.27716 0.78854 -2.21395
H -2.62909 -2.41332 -1.46899
H -2.62299 -0.92298 -2.39772

Atomic forces in eV per Å
-0.233 -0.018 -0.062
0.015 0.005 0.058
0.042 0.001 -0.029
-0.068 -0.001 -0.007
-0.047 -0.002 -0.059
-0.270 0.015 -0.399
0.612 0.081 0.414
0.492 0.035 0.308
-0.030 0.044 -0.014
-0.057 -0.162 -0.033
0.044 -0.007 -0.053
-0.039 0.011 0.073
-0.034 0.003 -0.067
-0.522 -0.006 -0.248
-0.101 -0.022 0.009
0.030 0.008 0.013
0.006 0.024 -0.144
-0.035 -0.006 0.027
0.160 0.078 0.107
-0.026 -0.024 0.008
0.006 0.011 0.042
0.004 -0.032 -0.028
-0.025 -0.028 0.001
-0.032 -0.032 0.009
-0.002 -0.041 -0.010
-0.009 0.023 -0.024
0.045 0.033 -0.012
0.027 0.004 0.043
-0.010 0.007 0.039
0.041 -0.014 0.018
0.009 -0.012 0.017
-0.042 0.014 0.001
0.052 0.009 0.001

Quick look at the natural (NBO) charges, all values in e: 1.07, -0.02, -0.01, -0.01, -0.01, -0.29, -0.85, -0.85, -0.68, -0.64, -0.17, 0.33, -0.10, 0.12, -0.61, -0.61, 0.23, -0.12, -0.23, -0.21, -0.13, 0.20, 0.21, 0.39, 0.39, 0.20, 0.20, 0.20, 0.20, 0.19, 0.23, 0.18, 0.19